40
Properties=species:S:1:pos:R:3:forces:R:3:nbo_charge:R:1 method="wB97M-V/def2-TZVPD" s2=0.7517 e_homo_ev="-4.4 / -7.1" largest_force_ev_per_a=11.397 charge=-1 multiplicity=2
Na -13.26298 -3.92624 -22.62189 0.22 0.33 -0.06 0.931
Na -13.18685 -0.83730 -18.50088 -0.21 -0.02 -0.26 0.527
Na -7.99797 -4.23547 -19.15189 -0.86 0.00 -0.91 0.979
K -9.89346 -0.17978 -17.71995 0.47 0.38 -0.30 0.742
N -11.19253 -1.80935 -19.51455 -3.25 -2.84 6.02 -1.227
S -11.46223 -3.51728 -19.30969 0.57 -2.22 1.38 2.305
O -10.32726 -4.21422 -18.64760 -2.12 1.62 -0.41 -0.966
O -12.25208 -4.26199 -20.26589 0.37 0.96 1.08 -0.867
F -12.53334 -3.26773 -18.14741 0.08 -0.04 0.51 -0.518
S -10.53607 -2.11814 -20.80751 3.70 4.18 -9.93 2.393
O -11.45289 -2.14848 -21.93902 0.74 -1.81 1.12 -0.906
O -9.24438 -2.76899 -20.78849 -0.40 -0.60 0.49 -0.944
F -10.05063 -0.62453 -21.03995 0.30 0.47 0.62 -0.504
N -13.70834 -2.92278 -24.69339 -2.68 4.86 2.12 -1.125
S -14.63346 -1.44153 -24.46179 1.60 2.26 1.83 2.340
O -15.88564 -1.57907 -23.74647 0.84 -0.38 -1.36 -0.900
O -14.42764 -0.30976 -25.37834 -0.66 -3.01 1.18 -0.852
F -13.67318 -1.08190 -23.24824 0.35 0.40 0.42 -0.520
S -14.44650 -3.39878 -25.94319 -0.43 -5.12 -5.90 2.399
O -13.61764 -3.15440 -27.12505 -2.03 0.33 1.28 -0.904
O -15.91187 -3.53701 -26.06390 2.37 1.96 0.50 -0.892
F -14.13200 -4.90991 -25.62333 0.45 -1.24 -0.04 -0.521
N -6.76477 2.82176 -22.75458 0.55 0.09 5.26 -0.966
S -7.98948 1.89642 -22.38604 -3.04 -4.25 -3.89 2.360
O -9.20014 2.56437 -22.00390 0.25 0.12 2.05 -0.928
O -7.76264 0.50357 -21.94778 0.10 2.81 -0.07 -0.923
F -8.38344 1.71044 -23.89188 0.22 -0.84 -1.45 -0.515
S -6.61955 3.24196 -21.05825 3.69 3.57 -0.44 2.325
O -6.41300 2.24893 -20.03183 -0.77 -0.06 -0.89 -0.915
O -7.32082 4.44788 -20.74481 -0.88 -0.71 0.16 -0.912
F -5.13672 3.88946 -21.15759 -0.02 -0.76 -0.43 -0.523
N -11.58306 -5.42901 -23.19209 4.57 1.86 1.81 -1.115
S -12.13241 -6.79222 -22.95360 -5.82 -7.35 -4.73 2.416
O -12.05474 -7.43265 -21.67889 0.39 0.55 0.37 -0.904
O -11.99638 -7.61696 -24.16262 0.14 0.71 2.49 -0.912
F -13.70477 -6.39306 -23.11700 0.10 0.54 0.86 -0.535
S -10.01688 -5.87580 -22.67624 4.05 4.87 -0.68 2.371
O -9.32960 -7.02393 -23.20365 -1.54 0.59 0.68 -0.840
O -9.68808 -5.44044 -21.31617 -0.90 -1.08 -1.51 -0.952
F -9.35835 -4.66237 -23.57740 -0.52 -1.14 1.01 -0.501

39
Properties=species:S:1:pos:R:3:forces:R:3:nbo_charge:R:1 method="wB97M-V/def2-TZVPD" relative_energy_kj_mol=0.00 e_homo_ev=-8.3 largest_force_ev_per_a=4.682 charge=-1
Li -0.52906 0.01240 0.65125 0.12 -0.73 -0.26 0.852
Li -1.03938 1.28527 2.77399 -0.05 -0.01 0.31 0.945
Li 0.49578 0.03590 -2.16693 0.02 0.60 -0.14 0.894
N 2.32679 -0.02358 -2.94367 1.39 1.59 0.19 -1.256
S 3.00884 1.36715 -3.55031 -1.58 -0.69 -1.44 2.493
O 4.05858 1.14634 -4.47480 0.01 -0.15 0.00 -0.892
O 3.07763 2.42104 -2.61541 0.22 0.63 0.72 -0.915
F 1.72576 1.72228 -4.42131 0.20 -0.04 -0.20 -0.504
S 3.09051 -0.20051 -1.55065 0.62 -2.35 0.55 2.497
O 2.25221 0.16024 -0.44771 -0.30 0.32 0.08 -0.973
O 4.47904 0.10153 -1.55269 -0.12 0.54 0.09 -0.901
F 3.07720 -1.77967 -1.48309 0.02 0.21 -0.10 -0.492
N -0.60496 -1.09083 -1.03475 -0.31 -3.23 0.59 -1.337
S -0.01145 -2.70287 -0.98676 1.80 1.40 -0.48 2.485
O 0.72173 -2.90233 -2.18434 -0.23 -0.27 -0.05 -0.897
O -0.87595 -3.68798 -0.46412 -0.42 0.14 0.15 -0.865
F 1.04673 -2.40107 0.11216 0.08 -0.29 0.40 -0.475
S -2.17698 -1.37574 -1.20752 -2.07 4.17 -0.49 2.489
O -2.90218 -1.32329 0.01751 0.35 -0.86 0.27 -0.905
O -2.54667 -2.15460 -2.31648 -0.03 -1.49 -0.34 -0.886
F -2.48375 0.10739 -1.76605 0.33 -0.14 0.01 -0.523
N -1.25439 1.83078 0.87610 0.41 2.52 -1.41 -1.363
S -0.20719 2.72192 -0.11424 1.98 -1.81 1.21 2.504
O -0.41300 4.10136 -0.21513 -0.71 0.91 -0.06 -0.855
O 0.17037 1.96701 -1.25625 -0.44 -0.45 -0.36 -0.935
F 1.01528 2.56223 0.86978 0.03 -0.06 -0.04 -0.486
S -2.65478 2.64073 0.60823 -1.75 -1.51 0.53 2.503
O -3.04965 2.55480 -0.74055 -0.07 0.23 -0.60 -0.884
O -2.79269 3.84375 1.32637 0.26 0.63 0.64 -0.899
F -3.55239 1.61204 1.40723 0.18 -0.03 -0.01 -0.491
N -0.57264 -0.64073 2.57095 0.74 -1.12 1.02 -1.393
S -1.60358 -1.73816 3.23422 -1.93 0.52 -0.70 2.504
O -1.50309 -1.80206 4.64158 0.37 -0.04 0.67 -0.908
O -1.74348 -2.89782 2.45193 -0.06 -0.31 -0.24 -0.864
F -2.91974 -0.86856 3.00933 0.31 -0.01 -0.23 -0.501
S 0.87435 -1.13774 3.22762 0.55 1.18 0.09 2.505
O 1.08509 -2.52802 3.18859 -0.13 -0.67 -0.08 -0.883
O 1.15598 -0.40355 4.41173 0.07 0.30 -0.07 -0.917
F 1.77513 -0.53505 2.11418 0.14 0.35 -0.20 -0.471

37
Properties=species:S:1:pos:R:3:forces:R:3:nbo_charge:R:1 method="wB97M-V/def2-TZVPD" relative_energy_kj_mol=77.26 e_homo_ev=-6.1 largest_force_ev_per_a=5.953 charge=-2
Sr -0.04533 -0.01727 -0.12545 0.26 0.17 -0.39 1.853
N 2.00984 -1.38073 -0.62397 2.33 -0.57 -2.33 -1.266
S 2.50400 -2.78565 -0.10370 -1.07 -2.92 5.08 2.461
O 3.89818 -2.98643 0.12415 0.45 0.41 -1.45 -0.912
O 1.68024 -3.86566 -0.51772 0.17 -0.05 -0.73 -0.898
F 2.06350 -2.61840 1.43574 -0.47 0.63 -0.38 -0.522
S 2.94083 -1.38352 -2.03781 -1.56 2.63 -0.91 2.458
O 2.89561 -2.54142 -2.84786 -0.03 -0.81 0.26 -0.889
O 4.15400 -0.67614 -1.90178 0.39 0.30 0.26 -0.892
F 1.93217 -0.40076 -2.78237 0.19 0.23 0.10 -0.506
N -1.61206 -1.71765 0.57581 -0.47 -2.71 2.40 -1.272
S -1.31438 -2.57293 1.98084 1.92 0.57 2.60 2.441
O -0.63548 -3.80274 1.83840 0.45 -0.27 -1.01 -0.884
O -2.31231 -2.55893 2.98792 -0.91 0.54 -0.35 -0.896
F -0.23265 -1.57019 2.57515 0.12 0.34 -0.72 -0.507
S -2.86649 -2.60342 0.10945 -2.27 0.83 -3.88 2.466
O -4.06075 -2.32464 0.81617 -0.26 0.19 0.35 -0.899
O -2.64289 -3.93509 -0.32914 0.65 -0.24 0.51 -0.893
F -3.02473 -1.82419 -1.29020 0.05 0.07 0.40 -0.517
N -0.13133 1.47689 1.80670 1.84 0.98 2.73 -1.297
S 0.74042 1.75793 3.21288 1.75 -2.33 -0.23 2.469
O 0.01164 1.33160 4.35107 -0.27 0.18 0.18 -0.895
O 1.58245 2.89436 3.29454 -0.43 0.55 -0.41 -0.887
F 1.79722 0.60604 2.92337 -0.32 -0.17 -0.12 -0.504
S -1.23165 2.58563 1.92975 -2.81 1.77 -2.17 2.484
O -0.75550 3.92291 1.91727 0.37 0.07 0.29 -0.898
O -2.35744 2.29439 2.74050 -0.06 -0.46 0.35 -0.904
F -1.76103 2.34415 0.43003 -0.20 -0.23 0.17 -0.528
N -0.27243 1.77294 -1.84605 0.70 2.82 -1.30 -1.273
S 0.43006 3.25960 -1.90350 2.47 0.47 2.00 2.470
O -0.20428 4.25322 -1.12617 -0.70 0.00 0.10 -0.886
O 1.03880 3.65730 -3.12745 -0.54 -0.60 -0.49 -0.902
F 1.68572 2.82875 -1.00555 -0.26 -0.20 0.01 -0.515
S -1.15441 1.81944 -3.16103 -2.92 -2.97 -1.49 2.479
O -0.53817 1.29612 -4.32915 0.52 0.04 0.07 -0.905
O -2.11106 2.85734 -3.34218 0.58 0.83 0.55 -0.904
F -2.10031 0.60715 -2.64866 0.33 -0.09 -0.05 -0.531